Density functional theory data (ωB97M-V/def2-TZVPD) for a molecular structure, C13H23KNOSi2.

Results
total charge: -1
Kohn-Sham gap: 4.4 eV
LUMO level: 2.119 eV
energy relative to the best compared isomer or geometry (same formula, charge and spin): 4.6 kcal per mole

Element x y z (Å)
K (-2.7843, 0.8572, -0.6956)
Si (0.1052, 1.8559, 0.3452)
Si (-0.5011, -0.8929, -2.1178)
O (-4.7203, -0.3780, 1.1028)
N (-2.8314, -0.7810, 2.2999)
C (0.7853, 1.4476, 2.1212)
C (0.7368, 3.6812, 0.2089)
C (2.7788, 1.3186, -0.4756)
C (1.2205, -0.1042, -1.6573)
C (-0.2046, -1.4811, -3.9378)
C (-1.6389, -1.6111, 2.4324)
C (3.6432, -0.2573, -2.0516)
C (1.4476, 0.9253, -0.7159)
C (-0.2264, -2.6097, -1.2437)
C (-3.8182, -1.1222, 1.4624)
C (2.3419, -0.6679, -2.2970)
C (3.8669, 0.7540, -1.1240)
C (-2.8170, 0.5281, 2.9273)
H (0.6182, 4.0571, -0.8142)
H (-2.0470, 1.1537, 2.4709)
H (0.0051, -0.6331, -4.6003)
H (0.1351, 4.3246, 0.8639)
H (0.2391, 2.0299, 2.8768)
H (-1.0509, -3.3016, -1.4620)
H (4.8731, 1.0966, -0.9073)
H (-3.7328, -2.1599, 1.0993)
H (4.4712, -0.7236, -2.5744)
H (2.1939, -1.4676, -3.0148)
H (-1.8946, -2.6617, 2.2985)
H (-0.8804, -1.3282, 1.7052)
H (-2.6018, 0.4101, 3.9914)
H (-1.1267, -1.9515, -4.3000)
H (-0.1559, -2.5049, -0.1565)
H (0.6539, 0.3876, 2.3660)
H (-3.7929, 0.9880, 2.7991)
H (1.8543, 1.6798, 2.2335)
H (0.6033, -2.2170, -4.0552)
H (2.9754, 2.1015, 0.2518)
H (1.7899, 3.8104, 0.4940)
H (-1.2251, -1.4731, 3.4304)
H (0.7113, -3.0796, -1.5799)

Atomic forces in eV per Å
-0.2 0.1 -0.1
0.0 0.0 0.1
0.1 -0.2 0.1
-0.3 0.1 -0.1
0.1 -0.2 0.1
0.0 0.1 0.1
0.0 0.1 0.0
0.0 -0.1 -0.1
0.1 -0.1 -0.1
-0.1 0.0 -0.1
-0.1 0.1 0.1
-0.1 0.1 0.1
0.2 0.1 0.1
0.0 -0.1 -0.1
0.2 -0.2 0.0
0.0 0.1 0.1
-0.1 0.0 0.0
0.1 0.0 0.0
0.0 0.0 0.1
0.0 0.1 0.0
0.0 -0.1 0.0
0.0 0.0 0.0
0.0 0.0 0.0
0.1 0.0 0.0
0.0 0.0 0.0
0.0 0.0 0.0
0.0 0.0 0.0
0.0 0.0 0.0
0.0 0.0 -0.1
0.1 0.1 -0.1
0.0 0.0 0.0
0.1 0.0 0.0
0.0 0.0 0.0
0.0 0.0 0.0
0.0 0.0 0.0
-0.1 0.0 0.0
-0.1 0.1 0.0
0.0 0.0 0.0
-0.1 0.0 0.0
0.0 0.0 0.0
-0.1 0.0 0.0

Density functional theory data (ωB97M-V/def2-TZVPD) for 9 unconnected molecules or ions with the total composition C29H52F2O13S4 in a non-equilibrium geometry.

Results
total charge: 0
Kohn-Sham gap: 9.3 eV
LUMO level: 0.257 eV
energy relative to the best compared isomer or geometry (same formula, charge and spin): 78.8 kcal per mole

Element x y z (Å)
S (-2.7552, -2.7236, -4.1625)
S (1.5844, -1.6251, -4.8369)
S (-3.9879, 0.5751, 5.6506)
S (0.4497, 0.0498, 0.5635)
F (2.4300, 5.5676, -0.2170)
F (6.6957, 1.0464, -3.9633)
O (-6.3140, -1.7909, 1.7177)
O (6.0324, 3.0108, 1.1767)
O (1.7036, -2.8605, -3.8933)
O (-0.9923, -5.8106, 2.1522)
O (-3.0883, -5.2515, 2.1307)
O (-1.5485, -3.5711, 2.4172)
O (7.1312, 1.0312, 1.9985)
O (-5.7687, -1.1026, -0.2304)
O (0.3088, 0.9503, -0.6400)
O (5.0487, 1.3853, 2.5715)
O (-2.7506, -1.1934, -3.8473)
O (-5.4817, 0.1494, 5.5826)
O (-4.3459, -0.8873, 1.5441)
C (1.1717, 5.5370, -0.5065)
C (3.1795, -0.6852, -4.8072)
C (3.8625, -0.0556, -1.1634)
C (0.6633, 6.6976, -0.8834)
C (4.9512, 1.6320, -2.5004)
C (-2.1614, -2.8024, -5.8481)
C (-4.1703, -4.3417, 2.1034)
C (4.0061, 1.3378, -1.5168)
C (-3.2732, 0.3962, 4.0446)
C (-0.7043, 6.7553, -1.2119)
C (0.4201, 4.3951, -0.4370)
C (5.7255, -0.7171, -2.5413)
C (-1.1546, -3.3005, -3.3054)
C (4.6820, -1.0761, -1.6835)
C (0.4390, -5.5006, 2.1354)
C (-3.8838, 2.4666, 5.8365)
C (-4.9590, -0.4629, -1.1600)
C (8.3029, 1.2956, 1.3054)
C (-0.1671, 1.1098, 2.0072)
C (0.7700, -0.3213, -3.8627)
C (-5.3464, -1.2028, 1.0470)
C (6.0568, 1.9109, 1.8729)
C (-6.5010, -1.6617, 3.1295)
C (3.8392, 2.0209, 2.7184)
C (-1.8567, -4.7896, 2.3152)
C (5.7893, 0.6507, -3.0244)
C (-0.9571, -1.0604, 0.5027)
C (-0.9333, 4.4380, -0.7369)
C (-1.4762, 5.6055, -1.2592)
H (-2.3554, 0.9370, 3.8139)
H (-4.6227, 0.5408, -0.8999)
H (-5.3811, -0.3787, -2.1615)
H (8.1146, 1.0851, 0.2526)
H (-0.5254, -2.4682, -2.9898)
H (0.6053, 1.8565, 2.1915)
H (-0.6460, -4.1756, -3.7099)
H (3.2073, 1.3832, 3.3366)
H (-0.3140, -0.4319, -3.8355)
H (-4.2413, 3.0368, 4.9791)
H (-3.9641, -3.6526, 1.2844)
H (-3.8908, 0.8935, 3.2967)
H (3.3231, 0.1143, -5.5340)
H (-1.3794, -2.0521, -5.9644)
H (-0.3285, 0.5899, 2.9515)
H (1.1532, 0.6743, -4.0865)
H (4.4776, -2.1135, -1.4632)
H (-1.5191, -3.5941, -2.3211)
H (-1.6851, -3.7711, -5.9995)
H (3.4674, 2.1399, -1.0341)
H (-4.0027, -0.9362, -1.3822)
H (-5.1620, -4.7928, 2.0725)
H (-0.6079, -1.8791, -0.1266)
H (1.0731, -6.2897, 2.5394)
H (4.9631, 2.6049, -2.9691)
H (3.1802, 2.1012, 1.8538)
H (-5.5860, -2.0545, 3.5728)
H (-3.0381, -2.7199, -6.4905)
H (-4.3454, -3.7476, 3.0004)
H (0.7662, -4.7489, 2.8537)
H (4.0006, 2.9587, 3.2499)
H (8.5574, 2.3349, 1.5135)
H (0.8850, 3.4704, -0.1284)
H (-6.4728, -0.6037, 3.3904)
H (3.4524, -0.3449, -3.8083)
H (1.1385, -0.4268, -2.8423)
H (-2.8328, 2.7552, 5.8232)
H (-1.2408, 7.6653, -1.4365)
H (-4.2813, 2.8659, 6.7696)
H (-1.1072, -1.4173, 1.5216)
H (3.1221, -0.4102, -0.4616)
H (-1.6173, 3.6024, -0.7525)
H (9.0344, 0.6366, 1.7731)
H (-2.5429, 5.7301, -1.3742)
H (-1.0177, 1.7672, 1.8273)
H (-7.4240, -2.0396, 3.5693)
H (-1.9063, -0.7105, 0.0969)
H (0.4526, -5.2158, 1.0834)
H (1.3199, 7.5522, -0.9533)
H (6.3109, -1.5494, -2.9033)
H (4.0081, -1.3155, -5.1300)
H (-3.2412, -0.6770, 3.8567)

Atomic forces in eV per Å
2.2 2.5 1.2
0.9 -0.5 1.7
-2.2 0.9 1.4
-2.1 2.0 0.2
2.9 -0.8 0.8
-0.5 -0.6 0.5
-2.9 -1.2 -0.5
0.2 -5.4 3.5
0.2 2.3 -1.7
-0.4 0.1 1.7
0.1 -1.0 0.9
-0.9 -3.7 0.2
-3.8 1.0 1.0
-0.3 -0.3 0.6
0.7 -0.5 0.6
2.1 -1.1 -0.8
-0.4 -2.4 -0.3
2.7 0.9 -0.3
4.0 1.7 0.7
-1.0 -1.1 -0.2
1.0 -0.7 -0.3
0.2 0.9 0.0
-2.5 2.8 -1.2
-0.1 -0.3 -0.4
0.2 -0.7 0.1
-0.4 1.5 0.1
0.7 -2.7 0.0
-0.5 0.7 -1.3
0.2 0.0 -0.4
-0.5 -1.4 0.5
-0.5 1.4 -0.9
-1.6 -0.1 1.0
0.1 2.1 -0.3
-0.9 0.7 0.0
0.7 -0.4 -0.7
2.2 1.0 -1.4
0.4 0.7 -0.1
0.8 0.4 -0.1
0.2 -0.2 0.8
-3.4 -1.1 -0.9
1.0 3.1 -2.9
2.1 1.4 0.3
-1.8 0.8 0.9
1.2 3.1 -1.1
-0.1 -1.7 1.3
0.4 -0.7 0.3
-0.1 0.1 -1.3
0.2 0.8 1.7
0.5 -0.4 1.0
-0.5 0.2 0.6
-0.8 -0.3 0.4
0.5 0.2 -0.1
0.0 0.1 -1.1
0.5 -0.2 0.0
0.0 0.4 -0.4
0.5 -0.2 0.5
0.0 0.2 -0.3
-0.7 -0.4 -0.1
-0.5 0.0 0.0
-0.7 -0.5 0.1
-1.1 0.3 0.0
-0.4 0.2 -0.2
0.1 -0.5 -0.3
-0.4 0.0 -0.7
0.1 0.0 0.2
-0.4 -0.4 0.1
-0.2 -0.2 -0.1
-0.3 -0.2 -0.1
0.0 -0.7 0.4
0.5 -0.9 -0.9
-0.1 -0.2 0.1
-0.7 -1.0 -1.0
0.3 0.2 0.2
0.8 0.5 -0.7
-0.4 -0.3 0.6
0.3 0.3 -0.2
1.1 0.1 0.3
-0.8 0.9 -0.4
-0.3 0.2 -0.4
0.4 0.0 -0.6
0.0 -0.2 0.0
-0.1 0.1 0.0
-0.5 0.0 0.0
0.0 -0.5 0.2
0.4 -0.5 0.3
0.5 0.4 -0.2
-0.3 -0.6 -0.1
0.0 -0.3 -0.1
-0.3 0.5 0.1
0.5 -0.6 0.4
0.1 0.0 -0.4
-0.1 -0.3 -0.4
-0.4 -0.6 -0.8
0.1 -0.6 -0.9
0.3 0.7 0.1
1.7 0.0 0.2
-0.1 0.2 0.1
0.5 0.4 -0.4
-0.2 -0.7 0.2
0.2 0.2 -0.2

Density functional theory data (ωB97M-V/def2-TZVPD) for a gas-phase ion, C27H26NO8S (charge -1) in a non-equilibrium geometry.

Results
total charge: -1
Kohn-Sham gap: 5.2 eV
SMILES: CCOC(=O)/C(=C(\[O-])OCC)[C@@H](c1ccc([N+](=O)[O-])cc1)[C@H](c1ccccc1)S(=O)(=O)c1ccccc1
LUMO level: 1.519 eV

Element x y z (Å)
S (0.2429, 0.7783, 2.3987)
O (-5.4848, -4.8249, -0.5124)
O (2.1022, -2.5275, -1.1502)
O (-0.2401, 0.8384, 3.7558)
O (2.1245, 0.2653, -2.1911)
O (0.3420, -2.3179, -2.5140)
O (-3.8932, -6.2046, 0.1440)
O (0.3264, 1.9798, 1.6059)
O (0.7008, 1.5824, -1.0446)
N (-4.2785, -5.1018, -0.3059)
C (-3.3120, -4.0908, -0.5738)
C (-4.8307, -0.3594, 2.9232)
C (0.5609, -0.7468, -0.6999)
C (-2.1510, -0.4564, 2.0944)
C (2.5846, -0.3698, 1.5035)
C (2.5200, -3.5052, -2.1192)
C (1.0668, 3.9110, -0.8755)
C (4.4472, -0.9663, 2.9109)
C (-0.7371, -0.5422, 1.4974)
C (-1.6113, -1.9163, -0.3517)
C (-2.7894, 0.7774, 2.2611)
C (3.8872, -3.9587, -1.6985)
C (-4.2030, -1.5984, 2.7409)
C (0.9467, -1.9241, -1.5303)
C (-1.9763, -4.3083, -0.1842)
C (1.8914, 0.0733, 2.6141)
C (1.6178, 2.6281, -1.4133)
C (-0.7602, -0.6686, -0.0134)
C (-4.1121, 0.8262, 2.7195)
C (-2.9181, -1.7435, -0.8334)
C (-2.8449, -1.6294, 2.4131)
C (1.1969, 0.3896, -1.3964)
C (-3.7743, -2.8193, -0.9556)
C (3.8800, -0.8630, 1.6351)
C (2.4380, -0.0465, 3.8986)
C (3.7210, -0.5787, 4.0409)
C (-1.1392, -3.2044, -0.0406)
H (1.6905, 2.6330, -2.5059)
H (5.4598, -1.3501, 3.0215)
H (-5.8836, -0.3316, 3.2146)
H (-1.2467, 0.2271, -0.4480)
H (1.7948, 4.7068, -1.0404)
H (4.2028, -4.8150, -2.2994)
H (-0.1955, -1.4062, 1.8965)
H (3.9014, -4.2461, -0.6425)
H (0.8627, 3.8186, 0.1947)
H (-4.8111, -2.6926, -1.2610)
H (1.7997, -4.3329, -2.1262)
H (1.8632, 0.2629, 4.7654)
H (-2.3159, -2.5843, 2.3400)
H (2.0806, -0.3730, 0.5333)
H (4.1481, -0.6763, 5.0397)
H (4.6127, -3.1526, -1.8486)
H (-4.7455, -2.5456, 2.8478)
H (0.1419, 4.1769, -1.3949)
H (-4.5755, 1.7994, 2.9089)
H (2.5354, -3.0266, -3.1033)
H (-2.2763, 1.7021, 2.0071)
H (4.4286, -1.1518, 0.7397)
H (-3.2662, -0.7311, -1.0532)
H (2.6014, 2.4073, -0.9786)
H (-0.1306, -3.3504, 0.3596)
H (-1.6399, -5.3164, 0.0592)

Atomic forces in eV per Å
1.0 -0.5 -0.5
2.0 -0.8 0.4
-0.2 -0.2 -0.5
-0.6 0.1 0.1
0.4 0.2 -0.2
0.2 -0.2 0.5
-0.8 1.8 -0.8
-0.2 -0.1 0.4
0.5 1.0 -0.3
-1.8 -1.9 0.0
0.9 1.1 0.3
0.1 -0.1 -0.1
1.8 0.8 -1.8
0.1 0.0 0.1
0.5 0.1 -0.2
0.1 0.1 0.3
-0.2 0.4 0.1
-0.1 0.1 -0.3
-0.3 0.1 2.1
-0.1 0.6 0.5
-0.5 -0.3 -0.1
0.5 -0.1 0.0
0.3 0.2 0.1
-0.8 0.5 -0.2
-0.3 0.4 0.1
0.0 -0.3 0.1
-0.3 -0.1 0.0
-0.3 0.5 -1.8
0.1 -0.2 -0.1
0.5 0.0 -0.1
-0.1 0.0 -0.2
-1.4 -2.9 1.3
0.1 -0.4 0.2
0.0 0.0 0.6
0.0 0.0 -0.2
-0.2 0.1 -0.2
-0.4 -0.1 -0.2
0.3 0.1 0.2
-0.2 0.0 0.0
0.3 0.1 -0.1
-0.3 -0.3 0.5
0.0 0.1 0.0
0.0 0.0 0.0
-0.3 -0.2 0.1
0.0 0.0 -0.1
0.0 0.1 -0.2
0.3 -0.1 0.2
0.1 0.2 -0.1
0.0 0.0 -0.1
-0.3 0.3 -0.1
0.2 0.0 0.2
-0.1 0.0 -0.3
-0.1 -0.1 0.1
0.2 0.5 0.1
0.0 0.0 0.1
0.1 -0.4 -0.2
-0.1 -0.2 0.1
0.0 -0.2 0.1
-0.1 0.0 0.2
0.1 -0.4 0.0
-0.2 0.0 -0.2
-0.3 0.1 -0.3
-0.2 0.4 0.0

Density functional theory data (ωB97M-V/def2-TZVPD) for C5H10ClPS in the gas phase in a non-equilibrium geometry.

Results
total charge: 0
spin multiplicity: 3
Kohn-Sham gap (spin up / spin down): 4.0 / 6.2 eV
LUMO level (spin up / spin down): 0.791 / -3.300 eV
energy relative to the best compared isomer or geometry (same formula, charge and spin): 101.3 kcal per mole

Element x y z (Å)
Cl (-0.4005, -0.4933, 3.4646)
S (1.3781, -3.0399, -0.7327)
P (0.7279, -1.3199, -0.3069)
C (0.8500, -0.0934, -1.7281)
C (-1.3141, 0.1443, 0.9574)
C (-0.1088, 0.2855, 1.9567)
C (-1.1080, -1.1749, 0.2227)
C (1.3128, -0.5016, 1.1766)
H (1.9894, -0.0872, -1.8500)
H (-1.2743, -2.1323, 0.7999)
H (0.4375, 0.8601, -1.4350)
H (0.4079, 1.2128, 2.1793)
H (1.9080, -1.1539, 1.9416)
H (-2.3240, -0.0383, 1.3706)
H (-1.3871, 0.9976, 0.2224)
H (0.3176, -0.4756, -2.7265)
H (1.8735, 0.4322, 0.9690)
H (-1.8752, -1.1960, -0.7586)

Atomic forces in eV per Å
-0.6 -0.7 1.2
0.3 -4.6 -0.8
0.6 6.0 1.0
0.3 -1.8 -1.7
0.9 0.0 -0.1
1.2 -0.7 -1.3
-2.0 -2.1 -3.5
-0.5 0.3 1.7
-1.8 0.4 -0.2
-0.2 1.3 -0.2
0.0 0.4 0.0
-1.0 0.5 -0.2
-1.3 1.1 -1.5
0.6 0.8 0.5
0.2 -0.8 0.8
1.1 0.8 2.2
0.0 -0.8 -0.4
2.1 -0.2 2.6

Density functional theory data (ωB97M-V/def2-TZVPD) for a molecular structure, C7H10Cl10F24NO8P4S2V2 in a non-equilibrium geometry.

Results
total charge: -4
spin multiplicity: 8
Kohn-Sham gap (spin up / spin down): 1.3 / 4.0 eV
LUMO level (spin up / spin down): 5.800 / 5.761 eV

Element x y z (Å)
V (-2.1126, -3.3222, -0.0337)
V (-1.0119, 0.5065, -2.7545)
Cl (-0.0202, 6.7034, 3.0697)
Cl (1.0543, -1.4437, 5.9404)
Cl (3.3863, -1.5890, 4.0227)
Cl (3.9422, 5.4414, -0.4889)
Cl (6.2712, 4.6595, 1.0112)
Cl (-3.0710, 7.1169, 2.6401)
Cl (6.9821, -2.7462, -2.1010)
Cl (0.5352, 6.3159, -0.3716)
Cl (-0.3917, 4.6669, -2.7476)
Cl (5.4274, -2.6043, -4.6255)
S (1.2894, 1.5044, -0.8705)
S (0.8743, -0.9941, -0.0292)
P (-1.4704, -5.7669, 0.0811)
P (-1.5299, -2.6215, -3.6230)
P (-3.1022, -2.4650, 3.5406)
P (-3.7796, 0.1144, -0.6558)
F (-0.8403, -4.0467, -3.2166)
F (-0.5575, 3.2778, 0.1063)
F (2.5130, -1.0502, -2.1994)
F (-2.7675, 1.1804, -0.0217)
F (-2.7529, -1.1052, -0.1726)
F (-4.6599, -0.0172, 0.7618)
F (3.3019, -2.0752, -0.5209)
F (0.0262, 1.7344, 1.5850)
F (-2.6817, -3.2217, -4.7038)
F (-3.2867, -4.0826, 3.6781)
F (-4.5036, -2.3320, 2.6502)
F (-4.7386, 1.2886, -1.2644)
F (-0.4964, -1.8745, -2.6005)
F (-2.2758, -2.7382, 2.1537)
F (-2.7705, -0.8583, 3.3718)
F (-4.7747, -1.0000, -1.1883)
F (-3.9434, -2.2235, 4.9343)
F (-2.8772, 0.2334, -2.0239)
F (-0.4785, -2.5635, -4.8630)
F (-2.1865, -1.1516, -3.9119)
F (1.7393, -3.0025, -1.6309)
F (1.3888, 3.3264, 1.1153)
F (-2.4165, -2.7521, -2.2371)
F (-1.6788, -2.6265, 4.2964)
O (1.5147, -0.5779, 1.2036)
O (-2.3122, -5.1705, 1.1859)
O (-0.5955, -4.7385, -0.5960)
O (-1.9344, -7.0061, -0.7329)
O (2.6696, 1.1968, -0.4094)
O (-2.4739, -5.2083, -0.9662)
O (-0.2014, -1.9662, 0.1677)
O (1.2862, 2.4145, -2.0176)
N (0.1876, 0.3167, -1.0721)
C (0.4708, 2.5291, 0.5503)
C (5.5546, -3.2571, -2.9904)
C (-1.6225, 5.9514, 2.5622)
C (1.6725, -1.8315, 4.2639)
C (2.2091, -1.8417, -1.2031)
C (-0.0782, 6.3013, -2.1175)
C (4.5184, 4.9018, 1.1136)
H (-1.4893, 5.5779, 1.5469)
H (0.7421, 6.6439, -2.7482)
H (-1.7838, 5.0224, 3.1091)
H (-0.9678, 6.9281, -2.1796)
H (4.2770, 5.5438, 1.9608)
H (1.1792, -1.1987, 3.5261)
H (3.9588, 3.9712, 1.2075)
H (1.4082, -2.8607, 4.0211)
H (4.6432, -3.0950, -2.4149)
H (5.6125, -4.3424, -3.0733)

Atomic forces in eV per Å
0.7 -2.8 -0.6
0.0 -0.3 -0.5
-1.2 -0.3 -0.2
0.6 -0.2 -1.0
0.5 0.0 0.3
0.0 0.5 0.4
0.0 -0.1 0.4
1.4 -1.0 0.0
0.1 0.3 0.0
-0.7 0.1 -1.5
-0.3 0.6 0.3
0.0 0.1 0.2
1.9 2.6 -0.2
-2.9 -1.2 0.4
-5.0 -0.6 -4.8
0.5 -3.0 0.2
-0.6 -0.2 -0.4
-1.7 0.1 3.0
-1.2 1.0 -1.0
0.9 -0.8 0.3
-0.1 0.3 -0.9
-0.4 0.0 0.3
-0.4 0.4 0.0
1.4 1.0 -1.2
0.9 -0.1 0.9
0.2 0.8 -1.7
1.3 0.3 2.1
-0.6 0.9 0.2
1.4 -0.1 1.1
0.5 -0.5 0.5
1.1 0.6 -0.9
0.1 0.4 -1.0
-0.8 -1.1 0.3
0.4 -0.2 -1.5
0.7 0.0 -0.8
-0.9 -0.5 -0.6
-0.5 1.1 0.3
0.3 0.0 -0.7
0.0 0.5 0.0
-0.1 0.2 -0.5
-1.3 -0.1 -1.1
-0.2 0.2 0.7
-0.3 -0.2 -1.7
1.7 -0.2 4.2
7.0 2.0 2.6
3.4 -4.3 3.1
-2.9 0.0 -0.6
-7.3 5.2 -4.4
1.5 1.3 -0.8
-0.6 -1.3 1.0
3.9 -0.9 2.9
-0.3 -0.7 1.2
-0.6 -1.3 0.2
0.4 0.1 -0.3
-1.2 0.0 -0.2
-1.5 -0.2 0.7
0.8 -0.4 0.5
-0.6 -0.6 -0.7
-0.1 0.8 -0.2
-0.2 0.4 0.4
-0.3 0.6 0.7
0.2 -0.2 0.1
0.1 0.3 -0.5
-0.1 0.1 0.5
0.6 -0.2 0.4
0.1 0.1 0.4
0.2 0.7 -0.1
0.2 0.2 -0.2

| no. | DFT total energy (Ha) |
| --- | --- |
| 1 | -1818.0764 |
| 2 | -3906.5187 |
| 3 | -2099.2688 |
| 4 | -1396.0167 |
| 5 | -11978.2550 |